This record from the OMol25 dataset describes C15H23F4N4SSbSe4Ta as an isolated structure at a distorted geometry. The level of theory is ωB97M-V/def2-TZVPD.

The energy relative to the best compared isomer or geometry (same formula, charge and spin) is 0.069 eV. For the HOMO energy, the calculation gives -16.94 eV. The frontier orbital gap comes out at 5.8 eV. The charge is +3. For the LUMO energy, the calculation gives -11.089 eV.

Positions of all 53 atoms, in Å:
Ta -0.17 -0.09 -0.34
C -0.75 2.59 -1.19
C -1.32 1.68 -2.31
N -1.39 0.18 -2.04
C -1.33 -0.53 -3.38
C -1.41 -2.04 -3.34
C -2.67 -0.19 -1.31
C -2.84 0.41 0.10
N -1.62 0.23 0.93
C -1.52 0.79 2.21
C -0.24 1.10 2.61
F 0.73 0.83 1.63
C 0.09 1.66 3.82
F 1.35 1.94 4.10
C -0.95 1.93 4.70
C -2.25 1.63 4.33
F -3.24 1.88 5.16
C -2.55 1.06 3.10
F -3.81 0.77 2.78
H 0.22 3.01 -1.45
H -0.67 2.22 -0.15
H -1.44 3.43 -1.07
H -0.69 1.79 -3.18
H -2.32 1.99 -2.58
H -0.40 -0.20 -3.84
H -2.16 -0.12 -3.97
H -0.62 -2.47 -2.73
H -1.28 -2.40 -4.36
H -2.37 -2.41 -3.00
H -2.70 -1.28 -1.25
H -3.52 0.15 -1.90
H -3.69 -0.11 0.56
H -3.08 1.47 0.05
H -0.74 2.37 5.67
C 4.85 -2.10 -1.21
N 3.65 -1.28 -1.42
C 3.35 -0.21 -0.72
S 1.96 0.76 -1.24
N 4.11 0.19 0.28
C 4.08 1.47 0.99
H 4.90 -2.83 -2.01
H 4.80 -2.61 -0.25
H 5.74 -1.47 -1.27
H 3.02 -1.53 -2.17
H 4.92 -0.39 0.48
H 3.09 1.90 0.94
H 4.80 2.16 0.55
H 4.34 1.29 2.03
Se 0.26 -5.95 1.83
Sb -1.08 -4.10 1.48
Se -2.60 -2.66 2.76
Se -3.33 -3.59 0.58
Se 0.52 -2.30 0.02

Atomic partial charges in e from the Mulliken method, atoms 1 to 2:
1 Ta -0.12
2 C -1.29

This record from the OMol25 dataset describes a 14-piece molecular cluster, C84H210N12O8P2 overall at a distorted geometry. The level of theory is ωB97M-V/def2-TZVPD.

The energy relative to the best compared isomer or geometry (same formula, charge and spin) is 0.000 eV. For the HOMO energy, the calculation gives -8.01 eV. The frontier orbital gap comes out at 8.5 eV. The charge is 0. For the LUMO energy, the calculation gives 0.469 eV.

Positions of all 316 atoms, in Å:
C 21.82 26.58 18.72
C 22.40 25.29 19.37
N 23.16 25.61 20.60
C 23.41 24.46 21.43
C 22.18 23.63 21.85
C 24.44 26.26 20.19
C 25.24 26.84 21.33
H 22.37 26.77 17.79
H 21.97 27.52 19.25
H 20.75 26.58 18.54
H 21.56 24.62 19.57
H 23.03 24.77 18.65
H 24.00 23.74 20.86
H 24.04 24.71 22.28
H 21.40 24.24 22.31
H 21.81 23.04 21.01
H 22.42 22.88 22.60
H 24.11 27.01 19.48
H 25.04 25.55 19.61
H 25.99 27.51 20.92
H 25.72 26.10 21.96
H 24.54 27.40 21.95
C 24.09 22.23 25.43
C 22.65 21.71 25.64
N 22.44 20.44 24.96
C 21.01 20.07 24.86
C 20.07 21.10 24.13
C 23.12 19.30 25.60
C 23.39 18.13 24.56
H 24.15 22.38 24.36
H 24.88 21.55 25.75
H 24.24 23.22 25.87
H 22.48 21.44 26.68
H 21.90 22.46 25.38
H 20.99 19.15 24.28
H 20.65 19.79 25.85
H 20.59 21.70 23.38
H 19.23 20.58 23.67
H 19.56 21.85 24.74
H 22.57 18.87 26.44
H 23.99 19.69 26.12
H 23.67 18.57 23.60
H 22.50 17.55 24.33
H 24.15 17.52 25.06
C 23.57 26.69 24.78
C 22.12 26.44 24.30
N 21.11 27.37 24.86
C 19.86 27.17 24.14
C 19.23 25.83 24.55
C 21.05 27.55 26.31
C 20.50 28.93 26.73
H 23.86 27.74 24.64
H 24.23 26.10 24.14
H 23.68 26.40 25.82
H 22.13 26.51 23.22
H 21.90 25.42 24.61
H 19.20 28.02 24.32
H 20.12 27.16 23.08
H 19.76 25.00 24.08
H 19.24 25.59 25.61
H 18.18 25.81 24.26
H 22.06 27.51 26.71
H 20.56 26.70 26.79
H 20.29 29.01 27.79
H 19.50 29.11 26.34
H 21.12 29.74 26.33
C 23.11 20.02 20.68
C 21.78 19.30 21.02
N 21.83 17.90 20.61
C 21.62 17.70 19.19
C 20.13 17.78 18.74
C 21.13 16.92 21.53
C 21.71 15.50 21.34
H 23.13 21.04 21.06
H 23.18 20.08 19.60
H 23.98 19.52 21.11
H 21.68 19.33 22.11
H 20.90 19.83 20.67
H 22.07 16.77 18.86
H 22.18 18.44 18.61
H 19.66 18.73 19.00
H 19.52 16.96 19.13
H 20.08 17.68 17.66
H 21.42 17.16 22.55
H 20.04 16.91 21.41
H 21.44 14.92 22.23
H 21.21 15.06 20.49
H 22.79 15.63 21.27
C 16.67 31.33 23.06
C 16.90 29.80 23.12
N 17.07 29.25 21.74
C 16.85 27.80 21.79
C 15.39 27.39 21.78
C 18.35 29.57 21.10
C 18.27 29.35 19.62
H 16.72 31.75 24.07
H 15.77 31.58 22.51
H 17.44 31.81 22.46
H 17.65 29.42 23.82
H 15.95 29.48 23.56
H 17.34 27.30 20.95
H 17.33 27.40 22.68
H 14.97 27.99 20.97
H 15.22 26.34 21.55
H 14.91 27.67 22.71
H 19.15 28.99 21.55
H 18.69 30.61 21.19
H 17.61 30.09 19.17
H 17.98 28.34 19.32
H 19.25 29.43 19.16
C 14.79 13.26 19.66
C 15.63 14.12 20.56
N 16.56 15.02 19.84
C 15.90 16.05 19.04
C 16.81 17.22 18.85
C 17.67 14.36 19.16
C 18.59 13.61 20.20
H 13.97 12.83 20.25
H 15.41 12.43 19.30
H 14.39 13.81 18.81
H 14.95 14.76 21.11
H 16.06 13.63 21.43
H 15.44 15.78 18.09
H 15.07 16.40 19.64
H 17.65 16.98 18.21
H 16.24 17.98 18.32
H 17.24 17.60 19.78
H 18.23 14.97 18.44
H 17.28 13.53 18.58
H 18.04 12.88 20.78
H 19.05 14.31 20.89
H 19.39 13.06 19.69
C 12.78 25.60 26.95
C 13.83 24.97 26.03
N 15.15 25.06 26.59
C 15.63 26.40 27.01
C 15.67 27.39 25.83
C 15.33 23.97 27.61
C 16.82 23.65 27.79
H 12.92 26.69 26.95
H 12.88 25.40 28.02
H 11.73 25.42 26.73
H 13.62 23.96 25.68
H 13.76 25.46 25.05
H 15.08 26.90 27.81
H 16.66 26.36 27.36
H 16.23 28.31 25.99
H 16.21 26.87 25.05
H 14.67 27.66 25.47
H 14.95 23.05 27.19
H 14.78 24.26 28.51
H 17.45 24.39 28.30
H 17.36 23.41 26.87
H 16.85 22.79 28.44
C 14.26 20.98 24.68
C 13.29 19.75 24.76
N 12.38 19.67 23.62
C 13.07 19.56 22.34
C 13.71 18.17 22.02
C 11.32 18.68 23.85
C 10.20 19.18 24.76
H 13.67 21.89 24.55
H 14.97 20.88 23.86
H 14.87 21.07 25.57
H 13.98 18.91 24.83
H 12.75 19.86 25.71
H 13.78 20.37 22.18
H 12.32 19.72 21.56
H 14.48 17.98 22.77
H 14.12 18.23 21.01
H 12.97 17.37 22.06
H 10.92 18.55 22.85
H 11.80 17.78 24.24
H 10.51 19.10 25.80
H 9.77 20.14 24.47
H 9.35 18.51 24.87
C 16.77 23.40 23.89
C 16.29 23.82 22.48
N 16.91 23.05 21.44
C 18.36 23.19 21.25
C 18.68 24.65 21.08
C 16.57 21.62 21.47
C 16.88 20.89 20.22
H 17.86 23.42 23.98
H 16.53 22.37 24.16
H 16.44 24.11 24.65
H 15.21 23.71 22.36
H 16.48 24.89 22.41
H 18.95 22.76 22.05
H 18.62 22.70 20.31
H 19.68 24.76 20.66
H 18.06 25.16 20.34
H 18.62 25.25 21.99
H 15.50 21.58 21.69
H 17.09 21.13 22.30
H 17.94 20.86 19.96
H 16.37 21.39 19.40
H 16.49 19.87 20.25
C 9.64 23.37 24.68
C 10.64 23.12 23.57
N 10.70 24.36 22.76
C 11.67 25.35 23.27
C 11.61 26.64 22.41
C 10.76 23.99 21.33
C 12.10 23.45 20.92
H 8.66 23.51 24.22
H 9.86 24.26 25.28
H 9.67 22.45 25.26
H 11.63 22.86 23.95
H 10.31 22.27 22.98
H 11.42 25.60 24.30
H 12.65 24.87 23.25
H 12.03 26.53 21.41
H 10.61 27.05 22.31
H 12.27 27.39 22.83
H 10.61 24.87 20.70
H 10.02 23.23 21.09
H 12.07 23.18 19.86
H 12.24 22.56 21.53
H 12.95 24.12 21.05
C 21.48 21.15 17.25
C 20.60 21.42 16.04
N 19.40 22.25 16.28
C 18.47 21.58 17.21
C 17.83 20.31 16.58
C 19.79 23.59 16.79
C 20.72 24.32 15.89
H 22.35 20.54 17.02
H 21.02 20.70 18.13
H 22.04 22.01 17.62
H 21.17 21.92 15.26
H 20.20 20.56 15.50
H 19.02 21.31 18.11
H 17.69 22.32 17.38
H 16.99 19.93 17.16
H 17.46 20.61 15.60
H 18.54 19.53 16.34
H 20.27 23.52 17.77
H 18.84 24.11 16.92
H 21.76 24.04 16.03
H 20.74 25.37 16.20
H 20.52 24.17 14.82
C 15.09 28.29 17.16
C 14.75 26.92 16.48
N 14.55 25.80 17.41
C 15.79 25.45 18.04
C 15.70 24.12 18.78
C 13.44 26.01 18.39
C 12.09 25.82 17.75
H 16.11 28.39 17.53
H 14.35 28.60 17.89
H 15.06 29.03 16.35
H 13.88 27.09 15.85
H 15.54 26.64 15.79
H 16.19 26.25 18.66
H 16.43 25.22 17.18
H 15.15 23.40 18.18
H 15.20 24.20 19.75
H 16.65 23.66 19.04
H 13.57 25.19 19.10
H 13.61 26.96 18.89
H 12.00 24.85 17.26
H 11.40 25.72 18.59
H 11.90 26.67 17.09
C 18.04 11.66 23.53
C 17.93 12.48 24.78
O 17.86 13.87 24.42
P 16.63 14.75 24.94
O 16.45 14.73 26.41
O 15.39 14.25 24.02
C 14.10 14.53 24.38
C 13.20 14.13 23.28
O 16.95 16.23 24.38
C 17.04 16.44 22.94
C 17.66 17.86 22.86
H 17.19 11.91 22.90
H 18.95 11.99 23.02
H 18.16 10.60 23.77
H 17.01 12.24 25.32
H 18.77 12.41 25.46
H 13.86 13.84 25.19
H 13.89 15.57 24.62
H 13.31 14.92 22.54
H 13.54 13.18 22.87
H 12.14 14.02 23.52
H 17.73 15.75 22.46
H 16.03 16.41 22.54
H 17.60 18.26 21.85
H 17.14 18.56 23.51
H 18.71 17.93 23.17
C 14.38 21.60 16.35
C 14.88 22.61 15.28
O 15.48 21.83 14.28
P 15.42 22.41 12.77
O 14.05 22.83 12.31
O 16.52 23.59 12.81
C 17.83 23.32 13.38
C 18.82 22.54 12.42
O 16.14 21.27 11.88
C 15.36 20.09 11.74
C 15.83 19.35 10.48
H 13.90 22.14 17.17
H 13.58 20.89 16.12
H 15.19 21.08 16.86
H 14.09 23.21 14.84
H 15.67 23.26 15.66
H 18.19 24.34 13.49
H 17.70 22.82 14.34
H 19.12 23.14 11.56
H 19.67 22.16 13.00
H 18.30 21.69 11.97
H 15.38 19.49 12.65
H 14.30 20.29 11.56
H 15.91 19.83 9.50
H 16.79 18.87 10.62
H 15.14 18.50 10.45

Atomic partial charges in e from the Mulliken method, atoms 1 to 2:
1 C -1.84
2 C 0.98